2 unconnected molecules or ions with the total composition C7H13N2O in a non-equilibrium geometry. Source: the OMol25 dataset; level of theory: ωB97M-V with the def2-TZVPD basis set.

Results
Total energy: -12489.064 eV
Kohn-Sham gap: 9.84 eV
Energy relative to the best compared isomer or geometry (same formula, charge and spin): 68.6 kcal/mol
Highest occupied orbital energy: -13.18 eV
Spin multiplicity: 1
Total charge: +1

Each line ends with the Mulliken charge.
Cartesian coordinates (Å):
C1 -2.1599 0.6049 -1.0650  0.113
C2 -2.7281 -0.6466 0.7248  -0.367
C3 1.0796 -1.9275 -0.1467  -0.525
C4 -2.2438 0.7586 1.1384  -0.279
C5 1.7411 -0.6325 -0.2090  0.230
C6 2.8370 1.5926 -0.3032  -1.084
C7 2.9812 0.0980 -0.0330  -0.219
N1 -2.6243 -0.5551 -0.7246  -0.051
N2 0.4949 -0.5724 -0.4154  -0.358
O1 -1.9433 1.4142 -0.1064  -0.294
H1 -2.0771 -1.4387 1.0969  0.250
H2 -3.7591 -0.8500 1.0244  0.340
H3 1.1626 -2.6169 -0.9774  0.267
H4 0.8687 -2.3750 0.8169  0.245
H5 -2.9992 1.3507 1.6588  0.326
H6 -1.3274 0.7409 1.7294  0.282
H7 2.5132 1.7656 -1.3261  0.303
H8 3.7906 2.0894 -0.1534  0.355
H9 2.1071 2.0360 0.3694  0.276
H10 3.3214 -0.0768 0.9958  0.238
H11 3.7409 -0.3475 -0.6816  0.284
H12 -1.9617 0.9276 -2.0791  0.434
H13 -2.8145 -1.3394 -1.3339  0.233